(1)
16
Properties=species:S:1:pos:R:3:forces:R:3:mulliken_charge:R:1 method="wB97M-V/def2-TZVPD" gap_ev="5.93 / 5.95" e_lumo_ha="-0.075 / -0.075" e_tot_ev=-29695.4018
Cl 3.498 0.920 0.195 0.14 0.55 -0.21 -0.20
S 2.483 -0.773 0.547 -1.33 -0.06 -0.35 -0.25
O -0.627 0.527 1.400 -2.53 -0.28 1.00 -0.59
C -0.260 0.246 -0.853 0.76 -0.79 -0.42 -0.14
C -1.055 -0.225 0.302 2.45 -1.27 -0.62 0.35
C -0.768 -1.812 0.403 -3.57 2.20 1.73 -1.14
C 0.206 1.613 -0.855 -1.09 1.26 0.73 -0.77
H 0.322 0.529 1.430 1.27 -0.51 0.03 0.32
H -0.137 -0.489 -1.642 0.07 0.36 -0.38 0.33
H -0.243 1.936 0.120 1.16 0.59 -0.82 0.37
H -2.121 -0.014 0.021 0.55 -0.31 0.67 0.35
H -0.218 2.357 -1.594 0.78 -1.27 0.08 0.37
H -1.250 -2.195 -0.474 -0.25 -0.73 -0.38 0.39
H 1.317 1.582 -0.825 -0.30 0.53 -0.15 0.06
H 0.222 -2.155 0.497 1.24 0.21 0.06 0.26
H -1.368 -2.046 1.327 0.66 -0.48 -0.97 0.29

---

(2)
10
Properties=species:S:1:pos:R:3:forces:R:3:mulliken_charge:R:1 method="wB97M-V/def2-TZVPD" gap_ev=9.91 e_lumo_ha=-0.026 e_tot_ev=-19113.1746
S -1.541 -0.685 0.264 -2.23 -0.78 -1.97 0.81
O -2.299 -0.867 -0.986 1.27 0.35 1.80 -0.44
O -2.089 0.208 1.228 -0.23 0.43 0.43 -0.40
O 0.991 -1.589 0.431 1.76 1.51 0.69 -0.65
C 0.664 1.721 -0.022 -0.40 -2.05 -1.77 -0.18
C 0.511 0.813 -0.821 0.57 2.09 0.79 -0.84
H 0.422 0.076 -1.595 -0.07 0.36 0.13 0.61
H 1.203 -0.929 1.197 -0.31 -1.67 -2.46 0.36
H 1.403 -1.223 -0.408 -0.41 -0.58 2.08 0.34
H 0.735 2.474 0.713 0.05 0.34 0.29 0.40

---

(3)
15
Properties=species:S:1:pos:R:3:forces:R:3:mulliken_charge:R:1 method="wB97M-V/def2-TZVPD" gap_ev=8.04 charge=-1 e_lumo_ha=0.155 e_tot_ev=-8390.1771
O -1.497 0.834 0.943 0.31 0.50 0.49 -0.79
O -0.577 2.586 -0.110 0.31 0.03 0.52 -0.75
C 0.632 1.604 1.702 -0.61 1.35 0.66 -0.90
C -0.095 -1.556 -0.414 0.91 0.24 0.68 -0.59
C -0.593 1.706 0.787 -0.75 -0.42 -1.24 0.65
C -0.082 -1.348 -1.927 -0.64 -0.55 0.54 -0.82
H 0.490 0.792 2.404 0.54 -0.50 -0.22 0.30
H 0.933 -1.718 -0.045 -0.03 0.18 -0.26 0.24
H -1.102 -1.361 -2.327 0.08 -0.07 0.05 0.23
H 0.622 2.512 2.334 0.05 -0.11 -0.22 0.30
H -0.459 -0.678 0.140 -0.34 -0.54 -0.23 0.04
H 1.550 1.680 1.120 0.07 -0.53 0.12 0.22
H 0.455 -2.212 -2.337 0.13 0.51 -0.56 0.29
H 0.312 -0.365 -2.184 0.39 -0.27 -0.10 0.26
H -0.590 -2.476 -0.086 -0.43 0.20 -0.24 0.30

---

(4)
48
Properties=species:S:1:pos:R:3:forces:R:3:mulliken_charge:R:1 method="wB97M-V/def2-TZVPD" gap_ev=6.90 charge=-1 e_lumo_ha=0.080 e_tot_ev=-184078.3224
Br -6.662 -0.919 -0.163 0.04 0.10 0.12 -0.26
Br -7.766 2.225 -0.155 0.29 -0.03 0.06 -0.18
Cl -6.172 4.672 1.382 -0.01 0.04 0.06 -0.44
S -2.302 3.230 1.767 -0.07 -0.11 0.17 -0.18
O 1.575 -1.161 0.225 0.10 -0.07 -0.13 -0.35
O 4.187 -2.554 -3.380 -0.02 0.10 -0.03 -0.34
N 4.567 -1.073 -0.809 -0.07 -0.09 -0.02 -0.31
N -5.205 2.683 3.018 -0.43 -0.22 -0.20 -0.70
C 2.732 -1.580 0.917 -0.01 -0.01 0.19 -0.48
C 5.328 -2.641 -2.539 0.07 -0.15 0.02 -0.79
C 1.376 -1.742 -1.049 -0.16 0.11 0.05 -0.66
C -0.685 0.941 1.755 -0.01 0.23 0.02 -0.48
C -3.805 3.207 0.732 -0.12 -0.12 -0.17 -0.77
C -6.125 1.789 0.743 0.04 -0.49 -0.12 0.26
C -5.727 0.511 0.742 -0.24 0.53 0.13 0.06
C 4.139 -1.404 -4.200 -0.05 -0.06 0.01 -0.70
C 4.967 -2.445 -1.082 -0.11 0.15 0.02 -0.20
C -4.551 0.004 1.530 0.02 -0.31 -0.30 -0.63
C 4.008 -0.844 0.522 0.09 0.11 -0.10 -0.77
C -1.139 2.123 0.904 -0.23 0.02 -0.13 -0.59
B -5.252 2.978 1.537 -0.01 0.16 0.00 0.07
H -1.645 1.786 0.000 0.04 -0.04 -0.05 0.23
H 0.303 -1.751 -1.237 0.00 -0.01 0.03 0.30
H 3.808 0.226 0.607 0.01 0.00 0.04 0.38
H 1.845 -1.153 -1.843 0.07 -0.08 -0.03 0.21
H -4.826 -0.204 2.563 -0.10 0.02 0.08 0.27
H 4.782 -1.081 1.259 0.00 -0.04 0.01 0.40
H -4.183 -0.926 1.100 0.06 0.00 -0.03 0.49
H -5.020 3.505 3.568 0.16 0.11 0.11 0.21
H -3.850 4.147 0.187 0.06 0.05 -0.03 0.53
H -0.276 2.704 0.583 0.09 0.07 0.02 0.50
H -1.415 0.135 1.765 -0.15 -0.01 -0.02 0.16
H 2.543 -1.347 1.968 -0.01 0.00 0.00 0.36
H 2.839 -2.670 0.852 0.04 0.00 -0.10 0.35
H -3.653 2.431 -0.021 0.03 -0.10 0.01 0.25
H 0.251 0.542 1.371 0.08 -0.11 0.04 -0.07
H -4.548 1.960 3.265 0.22 0.04 0.13 0.21
H 5.845 -2.681 -0.472 -0.01 -0.02 0.03 0.36
H 3.332 -1.550 -4.915 -0.01 -0.02 0.01 0.24
H 5.076 -1.270 -4.750 0.01 0.03 0.00 0.34
H 3.932 -0.493 -3.629 0.07 0.03 -0.01 0.29
H 1.748 -2.769 -1.089 0.05 -0.01 -0.02 0.30
H 5.741 -3.647 -2.661 0.01 0.01 -0.02 0.39
H 6.093 -1.923 -2.849 -0.03 0.07 0.03 0.41
H -0.554 1.266 2.787 0.15 -0.03 0.06 0.35
H -3.734 0.717 1.530 0.08 0.25 0.06 -0.28
H 4.185 -3.175 -0.835 0.04 -0.07 0.00 0.18
H 3.893 -0.776 -1.502 -0.03 -0.01 -0.02 0.10